Entry 1:
The molecule C5H6N2O in a non-equilibrium geometry. Source: the OMol25 dataset; level of theory: the ωB97M-V functional and the def2-TZVPD basis.

* energy: -378.7201 hartree
* LUMO: 0.7 eV
* SMILES string: O=C[C@H]1[C@@H]2CC=NN12
* relative energy (zero: lowest compared OMol25 entry of this formula, charge and spin): 396.1 kJ/mol

```
! wB97M-V def2-TZVPD RIJCOSX def2/J DEFGRID3
* xyz 0 1
O -2.86787 -0.05391 -0.65659
C 1.55307 1.10169 -0.32461
H 2.21337 1.76824 0.33164
H 0.19337 1.28971 1.66809
C -2.05901 0.02011 0.28358
H -0.55452 -0.18146 -1.22882
H 3.07279 -0.97525 -0.84218
N 1.33216 -1.19254 0.01238
C -0.62300 -0.01103 -0.10206
C 0.37508 0.87330 0.55433
C 2.06100 -0.30884 -0.51129
H -2.24644 0.15216 1.37433
N 0.26184 -0.70676 0.80719
H 1.26359 1.62161 -1.18701
*
```

=====

Entry 2:
A structure of composition C33H31As2N4SY. Source: the OMol25 dataset; level of theory: the ωB97M-V functional and the def2-TZVPD basis.

* energy: -6402.7481 hartree
* LUMO: -6.4 eV
* relative energy (zero: lowest compared OMol25 entry of this formula, charge and spin): 24.9 kJ/mol

```
! wB97M-V def2-TZVPD RIJCOSX def2/J DEFGRID3
* xyz 2 1
H 3.78801 0.19919 2.99001
H -1.34001 -5.90126 -0.91090
C 0.89154 0.92674 2.99011
C -1.08866 -0.05632 -3.96681
C -2.00527 -0.69141 -4.79428
H 5.98872 0.63626 -1.41349
H 0.30565 2.07985 -6.17978
C 4.24776 -0.04437 -0.36579
H 3.77958 -0.39516 -1.27529
C -4.04765 1.73089 -0.43111
N -1.25261 -3.06351 0.87891
H 6.00703 1.23852 2.82593
Y -1.18872 -0.58337 0.90682
C 0.46590 3.27116 2.69410
C 6.13625 1.00957 0.69336
H 0.26388 4.24807 3.11411
H -1.66282 -3.45344 -1.10150
H -0.64890 -6.84859 1.29713
H 1.09312 1.81075 -0.27571
H -0.79206 -3.04943 4.24044
C -0.25300 0.94266 -4.45458
C -0.69227 -4.92956 2.26296
C 5.50526 0.54516 -0.44959
C -2.33242 3.34575 -0.93448
C 5.51333 0.88595 1.93003
As -1.01484 -0.56005 -2.11024
N -2.26789 1.22554 5.02352
H -1.32122 0.96141 -7.66645
N -1.31522 -1.45515 3.05743
C 0.64201 2.17917 3.53034
C -0.93217 -3.58174 2.08606
H 2.37891 -1.87067 -1.06765
H -2.78900 2.08254 4.95726
C -1.47994 2.33875 -1.35272
C 1.00798 0.75632 1.60420
H 0.46710 1.43885 -3.81598
C 0.87697 1.88005 0.77794
C -0.82351 -5.78707 1.17872
H 0.74726 -2.28162 -0.72264
H 7.11593 1.46304 0.62387
H 1.31208 0.58056 -1.68229
C -3.61040 3.04412 -0.46844
C -3.19324 0.71723 -0.85310
H 1.04651 0.08443 3.65346
H -0.42801 -5.30119 3.24378
H 1.30922 -0.74216 -2.81034
N -1.50065 -0.69664 4.16870
C -0.34176 1.30566 -5.78997
C 0.94434 -0.42911 -1.83069
C -2.08757 -0.31977 -6.12972
H -0.50549 2.59366 -1.75062
C -1.90133 1.01008 -1.31035
C -1.39387 -3.90148 -0.15429
H -2.65010 -1.47173 -4.41038
H -3.56733 -0.30454 -0.90916
C 0.58099 3.12071 1.31744
H -5.04631 1.49263 -0.09086
H -2.79647 -0.81214 -6.78176
H -2.00805 4.37766 -0.98522
C 1.42752 -1.42999 -0.76847
H 0.48756 3.98158 0.66740
C -1.25792 0.67579 -6.62496
C 3.62814 -0.16201 0.87015
C -2.07134 0.46792 3.93828
C -1.19982 -5.26743 -0.04684
S -2.59668 1.11408 2.39389
H 0.58954 2.29887 4.60429
H -4.26860 3.83991 -0.14616
H -2.05916 0.84073 5.93094
C -0.95948 -2.67067 3.23664
As 1.88188 -0.97889 1.12385
C 4.26178 0.29867 2.02053
*
```

=====

Entry 3:
A cluster of 2 separate species, C4H12 in total in a non-equilibrium geometry. Source: the OMol25 dataset; level of theory: the ωB97M-V functional and the def2-TZVPD basis.

* energy: -159.5701 hartree
* LUMO: 1.1 eV
* SMILES string: CC.CC
* relative energy (zero: lowest compared OMol25 entry of this formula, charge and spin): 38.9 kJ/mol

```
! wB97M-V def2-TZVPD RIJCOSX def2/J DEFGRID3
* xyz 0 1
H 0.27258 2.92884 1.42413
H 1.96360 2.98794 1.76858
H -2.51552 -0.92408 -0.75557
C -0.52801 -1.85588 -0.83536
H 1.04008 1.73605 2.60298
C 1.12071 2.29773 1.67604
H -0.28710 -1.36647 0.09945
H -2.48932 -2.71250 -1.19371
H 0.00232 -1.44118 -1.69234
H -0.20888 -2.89387 -0.78961
C 1.40473 1.28446 0.57581
C -2.01883 -1.73418 -1.27915
H 0.48964 0.77120 0.27883
H -2.11926 -1.49381 -2.33891
H 2.23605 0.64383 0.83759
H 1.63721 1.77192 -0.37875
*
```

=====

Entry 4:
A structure of composition C4H8INS in a non-equilibrium geometry. Source: the OMol25 dataset; level of theory: the ωB97M-V functional and the def2-TZVPD basis.

* energy: -907.6399 hartree
* LUMO: 0.3 eV
* relative energy (zero: lowest compared OMol25 entry of this formula, charge and spin): 497.2 kJ/mol

```
! wB97M-V def2-TZVPD RIJCOSX def2/J DEFGRID3
* xyz 0 1
H 1.56251 -0.37347 -1.61781
C -0.42075 -0.30946 1.89702
H 0.95776 1.42222 1.71081
H -1.49170 -2.08238 2.88154
C 1.80060 0.72801 -1.66262
C -1.34961 -1.42494 1.91714
C 0.35331 0.57561 1.63528
H -2.27987 -0.91626 1.82417
H -0.23918 1.54590 -0.13087
H -1.12782 -2.07728 1.12446
H 2.28088 1.02901 -2.62820
N -0.98360 0.17363 -1.44652
I -1.48529 -0.69099 -3.26691
S 0.02650 1.39693 -1.40207
H 2.39626 1.00346 -0.83541
*
```

=====

Entry 5:
The molecule C6H10N2 in a non-equilibrium geometry. Source: the OMol25 dataset; level of theory: the ωB97M-V functional and the def2-TZVPD basis.

* energy: -343.8956 hartree
* LUMO: 1.1 eV
* SMILES string: N[C@H]1[C@@H]2C[C@@H]2N2C[C@H]12
* relative energy (zero: lowest compared OMol25 entry of this formula, charge and spin): 633.0 kJ/mol

```
! wB97M-V def2-TZVPD RIJCOSX def2/J DEFGRID3
* xyz 0 1
H 1.34157 -0.47480 1.75876
H -2.47388 -0.37052 -0.99349
C -0.38586 1.09426 -0.21158
H 1.67168 -1.98648 0.73366
C -1.01252 -0.14497 0.21466
N -2.41040 -0.06797 0.02823
H -0.92140 1.88051 -0.60636
H -2.93380 -0.98768 0.30662
C 1.29733 -0.67735 -0.68591
N 0.98380 0.67940 -0.76168
H 1.12853 2.64776 0.58840
H 0.95287 1.02684 1.35736
H -0.46682 -2.17570 -0.28335
C 0.81146 1.61477 0.46938
H -1.39281 -0.07122 1.19610
H 1.67393 -1.28354 -1.42242
C -0.05454 -1.20170 -0.14591
C 1.24519 -1.09920 0.77585
*
```

=====

Q: energy of number 3 (C4H12)?
A: -159.5701 hartree

=====

Q: The lowest relative energy (zero: lowest compared OMol25 entry of this formula, charge and spin) belongs to which entry?
A: C33H31As2N4SY